No. 1
84
Properties=species:S:1:pos:R:3:forces:R:3 method="wB97M-V/def2-TZVPD" spin_multiplicity=2 total_charge=+2 e_homo_ev="-11.04 / -11.04"
Nb -0.882 -1.295 0.246 0.2 -0.1 -1.5
Cl -2.798 -0.447 -6.238 -0.3 0.0 0.1
C -2.901 -0.796 -4.595 2.7 0.3 0.0
C -1.674 -1.117 -3.910 -1.2 0.9 -0.1
C -1.740 -1.370 -2.572 0.9 -2.4 0.6
N -0.731 -2.001 -1.813 0.7 1.4 1.0
C 0.539 -2.430 -2.292 -1.1 0.1 -2.8
O 0.961 -2.352 -3.450 -1.2 0.4 2.0
C 1.286 -3.212 -1.311 1.9 -0.4 1.5
C 2.530 -3.763 -1.697 -1.3 0.2 0.0
C 3.287 -4.485 -0.796 -0.2 0.5 0.4
C 2.858 -4.502 0.545 -0.6 0.2 -1.6
C 1.684 -3.862 0.876 -1.7 0.7 0.1
N 0.868 -3.251 -0.033 0.2 0.8 -0.1
C -3.003 -1.462 -1.868 -1.2 0.7 1.2
C -4.198 -1.178 -2.534 -0.2 1.1 -0.7
C -4.108 -0.724 -3.882 -1.9 -2.2 2.3
Cl -5.639 -0.590 -4.598 0.2 0.6 -0.7
N -2.927 -1.758 -0.519 0.6 -0.1 -0.7
C -3.965 -2.431 0.186 -2.6 1.0 -2.2
O -5.141 -2.600 -0.167 2.8 0.5 0.3
C -3.482 -2.917 1.448 2.3 -0.3 0.7
C -4.237 -3.654 2.311 0.3 0.5 1.2
C -3.629 -3.958 3.549 -1.8 -0.4 -1.3
C -2.359 -3.558 3.793 1.3 -0.8 1.2
C -1.559 -3.028 2.816 -0.7 1.2 -1.6
N -2.147 -2.661 1.642 1.1 0.0 1.0
H -0.674 -1.129 -4.309 -0.2 0.0 -0.8
H 2.788 -3.593 -2.724 0.3 -0.2 -0.3
H 4.214 -4.952 -1.132 -0.3 0.1 0.3
H 3.386 -5.053 1.259 0.7 -0.5 1.1
H 1.257 -3.798 1.888 0.7 -0.4 -0.4
H -5.190 -1.192 -1.997 1.4 -0.1 -0.8
H -5.284 -3.798 2.087 0.0 -0.4 0.0
H -4.175 -4.544 4.271 -0.1 0.2 0.3
H -1.940 -3.792 4.752 0.3 0.0 0.3
H -0.490 -2.781 2.922 -0.8 -0.3 0.2
C 4.263 0.346 2.309 -1.6 -1.3 0.2
C 3.522 0.744 1.016 1.0 1.2 0.4
N 2.264 1.504 1.224 -1.3 -0.7 1.1
C 2.381 2.952 1.274 1.6 1.8 0.6
C 2.859 3.431 2.696 -0.1 1.3 0.0
C 1.103 0.974 1.673 1.0 0.2 -2.2
S 1.048 -0.774 1.884 -0.5 -0.9 -0.6
N 0.043 1.768 1.708 0.0 -1.0 0.5
C -1.195 1.342 1.606 0.9 3.8 0.7
O -1.626 0.190 1.308 -0.2 -3.0 -1.1
C -2.204 2.345 1.886 -1.6 -0.8 0.7
C -3.553 1.952 1.828 0.0 0.9 0.4
C -4.543 2.758 2.405 -0.4 -1.1 -0.1
C -4.178 3.874 3.140 -0.4 0.7 0.2
C -2.825 4.228 3.231 -0.8 1.9 0.6
C -1.879 3.516 2.566 2.1 0.3 -0.5
H 5.161 -0.218 2.034 -0.2 0.1 0.2
H 3.554 -0.321 2.888 1.0 0.5 -0.4
H 4.507 1.166 2.972 0.2 0.2 -0.2
H 3.313 -0.134 0.411 0.0 0.0 -0.1
H 4.214 1.445 0.479 -0.9 -0.7 0.1
H 1.542 3.527 0.893 -0.3 -0.7 0.5
H 3.165 3.266 0.579 0.1 -0.5 0.0
H 2.066 3.847 3.337 -0.1 -0.4 -0.4
H 3.583 4.287 2.633 -0.5 -0.9 -0.3
H 3.347 2.658 3.280 -0.1 -0.1 -0.2
H -3.803 1.006 1.384 -0.2 -0.1 -0.2
H -5.588 2.398 2.366 0.7 0.5 0.0
H -4.936 4.537 3.620 0.6 -0.8 -0.4
H -2.567 5.174 3.774 -0.1 -1.1 -0.6
H -0.817 3.849 2.517 -1.0 -0.3 0.4
F 1.429 2.115 -2.240 -2.1 0.7 0.3
As -0.188 2.818 -2.224 -0.5 3.5 -1.2
F -0.014 4.512 -2.815 -0.2 -3.4 0.8
F 0.045 3.367 -0.562 -0.3 -1.1 -1.8
F -1.949 2.782 -1.879 2.7 -0.6 -0.5
F -0.319 0.354 -0.753 -0.4 -1.4 0.5
F -0.474 2.074 -3.823 0.2 0.7 2.4
C 3.413 0.640 -4.540 -0.4 0.0 0.9
Te 5.298 1.640 -4.743 -0.4 0.3 1.0
C 5.104 2.562 -2.729 1.9 -0.9 -0.7
H 3.362 0.273 -3.479 0.0 0.2 -1.1
H 3.372 -0.193 -5.236 0.1 -0.1 0.1
H 2.554 1.300 -4.739 0.4 -0.1 0.1
H 5.471 3.565 -2.859 -0.3 0.5 0.0
H 5.809 2.080 -2.015 -0.8 0.0 -0.5
H 4.081 2.506 -2.439 -0.7 0.1 0.2

No. 2
82
Properties=species:S:1:pos:R:3:forces:R:3 method="wB97M-V/def2-TZVPD" spin_multiplicity=2 total_charge=+2 e_homo_ev="-15.58 / -15.34"
Re 0.839 0.223 0.912 -0.7 1.4 0.8
C -3.278 -3.279 -0.171 0.1 0.2 0.1
C -2.521 -1.958 -0.399 -0.5 -0.2 -0.1
C -2.838 -1.552 -1.850 0.1 0.1 0.2
C -2.725 -0.087 -2.306 -0.3 -0.4 -0.5
C -2.448 -0.080 -3.808 0.0 0.1 0.1
C -4.004 0.690 -2.009 0.1 -0.1 0.0
N -1.601 0.614 -1.511 -0.1 0.0 0.5
C -0.559 1.350 -2.271 0.5 0.4 -0.1
C 0.137 2.433 -1.450 -0.3 -0.2 -0.1
N 1.183 2.082 -0.433 0.2 -0.6 0.3
C 1.026 3.169 0.578 -0.5 0.2 1.0
C -0.300 2.880 1.332 1.1 2.3 -0.9
O -1.009 3.727 1.776 0.0 -0.4 0.2
O -0.593 1.595 1.287 0.6 -3.5 0.0
C 2.617 2.066 -0.955 0.7 -0.2 -0.2
C 2.808 2.641 -2.356 -0.1 0.1 0.2
C 3.386 0.742 -0.719 -0.2 -0.1 0.1
C 3.023 -0.642 -1.313 0.7 0.3 -0.3
C 3.150 -0.681 -2.835 -0.1 -0.1 0.2
C 4.001 -1.649 -0.704 -0.2 0.0 0.0
N 1.600 -1.016 -0.957 -0.5 1.5 1.1
C 1.299 -2.461 -0.911 -0.4 -0.5 0.2
C -0.210 -2.727 -1.020 0.1 0.0 0.0
N -1.056 -2.043 -0.023 0.2 0.8 -0.3
C -0.980 -2.727 1.267 0.9 -0.3 0.7
C 0.419 -2.612 1.931 -2.3 -2.7 -0.8
O 0.973 -3.557 2.405 0.3 0.7 0.0
O 0.852 -1.399 1.858 1.8 2.6 0.1
H -4.311 -3.157 -0.483 -0.1 0.0 0.0
H -3.304 -3.577 0.871 0.0 -0.1 0.1
H -2.854 -4.085 -0.763 0.1 -0.1 -0.1
H -2.943 -1.217 0.290 0.0 0.0 0.0
H -3.889 -1.803 -1.995 0.0 0.0 0.0
H -2.308 -2.201 -2.545 0.0 0.0 0.0
H -3.190 -0.709 -4.296 -0.1 -0.1 0.1
H -1.472 -0.492 -4.055 0.1 -0.1 0.0
H -2.549 0.907 -4.249 0.0 0.1 -0.1
H -4.813 0.315 -2.629 0.0 -0.1 -0.1
H -3.890 1.748 -2.240 0.0 0.2 0.0
H -4.310 0.577 -0.972 0.0 0.0 0.2
H -2.085 1.288 -0.902 0.2 -0.1 0.0
H -1.164 -0.072 -0.863 -0.3 0.1 -0.2
H -1.064 1.873 -3.086 0.1 -0.1 0.1
H 0.138 0.641 -2.715 -0.1 0.0 -0.1
H -0.664 2.968 -0.932 0.1 0.1 0.0
H 0.561 3.150 -2.153 -0.1 -0.1 0.1
H 0.989 4.166 0.133 0.0 -0.1 -0.1
H 1.832 3.143 1.312 0.0 0.0 -0.2
H 3.158 2.751 -0.295 -0.1 -0.1 0.0
H 2.258 2.122 -3.135 -0.1 -0.1 -0.1
H 3.864 2.581 -2.609 0.0 0.0 0.0
H 2.548 3.698 -2.377 0.0 0.0 -0.1
H 3.473 0.604 0.361 0.1 0.1 -0.1
H 4.402 0.963 -1.053 0.0 -0.1 0.0
H 4.156 -0.398 -3.126 0.1 0.0 -0.1
H 2.457 -0.006 -3.332 -0.1 0.1 -0.1
H 2.977 -1.689 -3.208 0.0 -0.1 -0.1
H 5.014 -1.268 -0.798 0.1 0.1 0.0
H 3.969 -2.607 -1.217 0.0 -0.1 0.0
H 3.806 -1.812 0.351 0.0 0.0 0.2
H 1.053 -0.653 -1.739 0.0 0.0 0.2
H 1.724 -2.902 -0.011 0.1 0.1 -0.1
H 1.754 -2.965 -1.772 0.0 0.1 0.1
H -0.350 -3.813 -0.966 0.0 0.0 -0.1
H -0.518 -2.406 -2.015 0.0 0.0 0.0
H -1.163 -3.802 1.172 -0.1 0.2 0.0
H -1.688 -2.278 1.969 -0.1 -0.1 -0.1
F 4.939 0.107 2.839 0.3 0.2 0.0
C 3.753 -0.221 3.347 0.1 -0.1 -0.5
F 3.269 -1.161 2.515 -0.1 -0.2 0.1
F 3.923 -0.753 4.534 -0.1 0.0 0.3
C 2.789 1.008 3.340 0.4 -0.5 1.4
O 2.306 1.247 2.106 -1.8 -1.0 -3.1
C 3.637 2.261 3.753 -0.2 0.0 -0.4
F 2.847 3.245 4.161 -0.3 0.2 0.1
F 4.293 2.701 2.677 0.2 0.1 -0.1
F 4.506 1.977 4.701 0.1 -0.1 0.3
C 1.623 0.800 4.348 0.1 0.0 -0.1
F 1.138 -0.440 4.239 0.0 -0.4 0.1
F 0.625 1.621 4.006 -0.2 0.3 0.1
F 1.956 1.013 5.601 0.2 0.1 0.2

No. 3
11
Properties=species:S:1:pos:R:3:forces:R:3 method="wB97M-V/def2-TZVPD" e_homo_ev=-9.86
B -1.816 -0.136 0.175 2.4 1.2 1.1
C 2.022 0.376 0.379 -2.5 -1.5 0.7
O -3.067 0.108 -0.132 -2.4 1.7 -1.6
O -0.957 0.917 0.260 2.7 0.1 0.1
O 1.994 -0.805 -0.238 -2.3 -1.4 0.3
O 2.836 1.162 -0.162 2.0 1.7 -0.7
H -1.355 -1.125 0.550 -0.2 -1.6 0.0
H -3.178 1.051 -0.479 0.2 -1.9 0.9
H 0.042 0.707 0.489 -2.6 0.6 -0.3
H 1.114 -1.308 0.039 2.9 1.5 -0.5
H 3.363 0.841 -0.924 -0.2 -0.4 0.0

No. 4
11
Properties=species:S:1:pos:R:3:forces:R:3 method="wB97M-V/def2-TZVPD" spin_multiplicity=3 e_homo_ev="-4.16 / -9.88"
C -1.888 -0.022 -0.124 1.8 0.5 -1.1
C 1.846 -0.600 -0.165 6.1 -1.4 -1.3
C 0.735 -0.378 0.472 -7.6 3.6 -3.1
C -0.410 0.280 -0.462 5.2 -1.4 3.9
N -1.414 1.091 0.229 1.0 3.0 -2.5
O -2.729 -0.761 -0.307 -5.0 -4.9 -0.7
H 2.816 -0.942 0.303 -1.4 0.3 -0.6
H 1.914 -0.155 -1.123 0.5 0.1 -1.1
H 0.476 -0.526 1.429 -0.8 -0.7 3.3
H -0.017 0.640 -1.392 -0.4 0.0 -0.8
H -1.328 1.374 1.138 0.7 0.9 4.0

What did we get for DFT total energy? Answer: -6270.35725 -2509.64581 -366.93166 -285.11469 Ha, in the order shown.